Entry 1:
{"formula": "C30H60O10", "method": "ωB97M-V/def2-TZVPD", "smiles": "CC(C)=O.CC(C)=O.CC(C)=O.CC(C)=O.CC(C)=O.CC(C)=O.CC(C)=O.CC(C)=O.CC(C)=O.CC(C)=O", "largest_force_ev_per_a": 3.4, "e_above_lowest_kj_mol": 174.8, "e_tot_ev": -52556.419, "symbols": ["O", "O", "O", "O", "O", "O", "O", "O", "O", "O", "C", "C", "C", "C", "C", "C", "C", "C", "C", "C", "C", "C", "C", "C", "C", "C", "C", "C", "C", "C", "C", "C", "C", "C", "C", "C", "C", "C", "C", "C", "H", "H", "H", "H", "H", "H", "H", "H", "H", "H", "H", "H", "H", "H", "H", "H", "H", "H", "H", "H", "H", "H", "H", "H", "H", "H", "H", "H", "H", "H", "H", "H", "H", "H", "H", "H", "H", "H", "H", "H", "H", "H", "H", "H", "H", "H", "H", "H", "H", "H", "H", "H", "H", "H", "H", "H", "H", "H", "H", "H"], "positions_angstrom": [[-3.511, 2.633, 3.285], [-1.213, 0.930, -4.446], [-0.054, 2.177, 1.418], [-2.466, -3.107, -0.391], [-2.007, 4.611, -2.776], [0.989, -4.040, 1.879], [0.789, 0.208, 5.207], [4.241, -1.649, 2.499], [1.571, -1.446, -1.799], [3.085, -2.164, -6.039], [1.084, -1.287, -5.211], [1.897, -2.240, -5.982], [-3.160, 4.494, -3.143], [-0.620, -4.162, -1.389], [-3.512, 3.568, -4.228], [2.702, 0.108, -0.439], [4.321, -4.015, 2.368], [-4.242, 5.271, -2.484], [-3.721, 1.844, 5.602], [3.957, -2.809, 4.544], [1.163, -3.319, -6.805], [-1.010, 2.779, 0.956], [2.189, 1.158, 3.597], [-1.619, -3.093, -1.272], [-0.842, -3.709, 3.390], [1.215, 1.243, 4.706], [0.337, 1.626, -2.743], [3.693, -2.234, -0.967], [0.307, -1.753, 2.159], [-0.316, 1.693, -4.152], [-3.489, 1.716, 4.053], [-3.161, 0.282, 3.597], [-2.171, 2.025, 0.281], [2.576, -1.212, -1.146], [0.245, -3.244, 2.415], [0.138, 2.776, -5.051], [0.701, 2.521, 5.312], [4.163, -2.717, 3.060], [-1.089, 4.269, 1.057], [-1.603, -2.036, -2.324], [-4.471, 2.607, 5.810], [-4.218, 4.008, -4.900], [0.688, -1.289, 3.115], [-0.514, -4.362, -2.498], [0.212, -1.726, -4.720], [1.707, 1.488, 2.725], [1.636, -0.901, -4.337], [-0.687, 4.773, 0.126], [-0.604, -4.733, 3.830], [1.842, 0.725, -0.307], [3.361, -1.948, 4.931], [-0.338, 2.688, -6.025], [0.369, 3.151, 4.495], [4.859, -2.904, 5.097], [-4.028, 0.867, 6.013], [0.726, -4.128, -6.162], [-3.757, 5.681, -1.589], [-1.347, -2.304, -3.339], [4.449, -4.885, 3.099], [-3.289, 0.166, 2.514], [3.828, -2.409, 0.181], [-2.769, 1.983, 5.958], [3.331, -4.142, 1.838], [-1.769, -3.826, 2.740], [-4.088, 2.741, -3.862], [0.367, -2.707, -7.278], [-2.602, 3.146, -4.623], [-2.197, 2.262, -0.789], [1.935, -3.778, -7.467], [2.616, 0.143, 3.437], [-1.992, 0.945, 0.370], [-2.573, -1.564, -2.413], [5.179, -3.996, 1.668], [1.121, -1.594, 1.378], [-3.104, 2.307, 0.788], [-0.597, -1.333, 1.791], [3.320, 0.765, -1.024], [0.725, -0.498, -5.943], [2.949, 1.957, 3.700], [-2.119, 4.566, 0.990], [3.153, -0.012, 0.558], [-5.202, 4.795, -2.264], [1.313, 2.728, -5.081], [0.338, -3.708, -1.116], [-0.874, -1.265, -2.125], [4.655, -1.799, -1.276], [-0.090, 3.759, -4.558], [-2.108, 0.098, 3.867], [3.468, -3.198, -1.392], [3.363, -3.627, 4.810], [-4.598, 6.140, -3.101], [1.577, 3.118, 5.715], [0.352, 2.656, -2.372], [-3.766, -0.443, 4.109], [1.401, 1.439, -2.961], [-0.065, 2.277, 6.036], [-0.800, -5.061, -0.788], [-0.105, 0.858, -2.118], [-1.094, -3.007, 4.165], [-0.631, 4.613, 1.974]]}


Entry 2:
{"formula": "C30H60O42S6", "method": "ωB97M-V/def2-TZVPD", "largest_force_ev_per_a": 4.4, "e_tot_ev": -183076.559, "symbols": ["S", "S", "S", "S", "S", "S", "O", "O", "O", "O", "O", "O", "O", "O", "O", "O", "O", "O", "O", "O", "O", "O", "O", "O", "O", "O", "O", "O", "O", "O", "O", "O", "O", "O", "O", "O", "O", "O", "O", "O", "O", "O", "O", "O", "O", "O", "O", "O", "C", "C", "C", "C", "C", "C", "C", "C", "C", "C", "C", "C", "C", "C", "C", "C", "C", "C", "C", "C", "C", "C", "C", "C", "C", "C", "C", "C", "C", "C", "H", "H", "H", "H", "H", "H", "H", "H", "H", "H", "H", "H", "H", "H", "H", "H", "H", "H", "H", "H", "H", "H", "H", "H", "H", "H", "H", "H", "H", "H", "H", "H", "H", "H", "H", "H", "H", "H", "H", "H", "H", "H", "H", "H", "H", "H", "H", "H", "H", "H", "H", "H", "H", "H", "H", "H", "H", "H", "H", "H"], "positions_angstrom": [[-3.158, 3.092, -4.131], [-2.519, -3.649, 3.827], [-5.867, 1.722, 1.577], [-2.467, 1.352, 3.738], [4.272, -5.070, 2.873], [-0.601, 4.671, 0.571], [1.726, -0.812, -7.705], [-5.100, 3.201, 1.298], [3.237, -5.711, -3.892], [3.538, -1.150, 5.931], [-4.755, -1.112, -2.798], [-3.411, 4.346, -5.101], [-0.582, 4.693, -0.917], [0.563, -0.615, 0.466], [0.761, 5.453, 1.171], [1.244, -0.058, -5.591], [4.048, -1.572, 3.898], [1.241, -0.272, -1.606], [-1.938, 2.407, -4.484], [1.544, 5.088, -3.874], [-1.802, 5.166, 1.202], [-4.324, 2.332, -3.863], [3.397, -3.488, -3.640], [1.869, -4.106, -5.141], [2.489, 1.172, -6.983], [-2.110, -5.139, 4.475], [2.834, 4.995, -2.069], [3.969, -6.105, 1.613], [-7.054, 1.445, 0.751], [2.693, -4.666, 3.036], [-0.917, 1.389, 4.378], [-0.102, 3.182, 1.040], [-5.193, -2.059, -0.725], [2.086, 3.159, -2.953], [1.902, -1.625, 4.414], [2.208, -1.935, -0.385], [-2.916, 0.031, 3.268], [-0.816, -3.319, 3.877], [-2.569, 2.546, 2.878], [4.817, -5.771, 4.070], [5.083, -3.896, 2.449], [-3.109, -1.887, -1.556], [-3.176, -2.798, 4.838], [-4.553, 0.958, 0.922], [-5.933, 1.410, 3.003], [-2.819, 4.111, -2.889], [-3.137, 1.665, 5.281], [-3.017, -3.797, 2.459], [-0.105, -4.059, 4.849], [3.082, -1.499, 4.775], [-3.923, 1.725, -0.076], [2.192, -4.601, 1.692], [4.216, -3.519, -2.512], [1.447, -1.030, -0.476], [-0.864, 1.027, 5.766], [2.013, 4.503, -2.986], [0.112, 0.605, -1.855], [0.477, -1.194, 1.737], [-4.419, -1.770, -1.627], [2.193, 2.375, -6.161], [1.076, -5.106, -5.788], [0.331, -1.085, -5.223], [1.795, 4.513, 1.317], [-3.538, 5.578, -4.461], [2.608, -0.761, 6.918], [2.898, 2.404, -1.999], [1.141, 3.172, 1.676], [2.777, -5.721, 0.902], [-2.303, 1.332, 6.347], [-2.521, -1.978, -0.290], [2.816, -4.549, -4.140], [-1.190, -4.872, 5.540], [1.853, 0.015, -6.777], [-4.435, 3.240, 0.010], [-3.573, 5.307, -2.962], [5.463, -1.415, 4.270], [-6.083, -0.642, -3.075], [3.098, 6.359, -2.115], [-4.435, 6.076, -4.831], [-2.625, 6.171, -4.509], [-1.648, -4.375, 6.396], [2.136, -6.596, 0.793], [-0.615, -5.717, 5.917], [0.258, -0.362, 2.405], [-0.757, 0.261, -1.294], [0.349, -3.346, 5.536], [2.766, 1.390, -2.374], [-0.708, -0.050, 5.698], [6.116, -1.615, 3.421], [1.411, -1.674, 2.028], [0.413, 1.532, -1.368], [-6.255, -0.624, -4.151], [1.636, -6.040, -5.814], [-2.160, 2.111, 7.095], [5.890, -0.526, 4.733], [1.741, 2.372, 1.245], [-0.262, -1.995, 1.767], [3.973, 2.553, -1.905], [2.158, -1.704, 7.230], [4.718, -2.555, -2.425], [-0.243, -0.998, -4.300], [-0.484, -1.030, -5.944], [3.432, 6.618, -3.120], [0.996, 2.842, 2.704], [5.008, -4.268, -2.538], [-5.177, 3.547, -0.728], [1.120, 2.561, -6.134], [0.560, -4.711, 4.282], [-2.817, -1.242, 0.457], [-2.859, 1.650, 0.151], [3.229, -0.351, 7.715], [3.013, -5.449, -0.127], [3.600, -3.574, -1.615], [0.889, -2.007, -5.387], [-0.139, 0.631, -2.916], [-4.306, 1.276, -0.992], [-3.678, 4.021, 0.060], [-2.649, 0.420, 6.834], [1.104, -4.584, 1.764], [-1.486, -1.712, -0.503], [2.545, 4.799, 2.055], [3.874, 6.799, -1.488], [-4.601, 5.338, -2.601], [5.655, -2.162, 5.041], [2.415, -3.716, 1.096], [-2.520, -2.969, 0.164], [2.460, 2.498, -1.004], [2.812, 3.135, -6.638], [-6.283, 0.352, -2.673], [1.960, 0.022, 6.525], [2.610, 2.395, -5.154], [0.022, 1.463, 6.227], [2.105, 6.807, -2.083], [1.005, -4.867, -6.849], [0.058, -5.273, -5.433], [-2.955, 6.017, -2.414], [-6.851, -1.284, -2.644], [2.263, 4.393, 0.340]]}


Entry 3:
{"formula": "C30H61BIO9", "method": "ωB97M-V/def2-TZVPD", "largest_force_ev_per_a": 1.3, "total_charge": -1, "e_tot_ev": -59302.807, "symbols": ["I", "O", "O", "O", "O", "O", "O", "O", "O", "O", "C", "C", "C", "C", "C", "C", "C", "C", "C", "C", "C", "C", "C", "C", "C", "C", "C", "C", "C", "C", "C", "C", "C", "C", "C", "C", "C", "C", "C", "C", "B", "H", "H", "H", "H", "H", "H", "H", "H", "H", "H", "H", "H", "H", "H", "H", "H", "H", "H", "H", "H", "H", "H", "H", "H", "H", "H", "H", "H", "H", "H", "H", "H", "H", "H", "H", "H", "H", "H", "H", "H", "H", "H", "H", "H", "H", "H", "H", "H", "H", "H", "H", "H", "H", "H", "H", "H", "H", "H", "H", "H", "H"], "positions_angstrom": [[4.406, 1.211, 2.720], [8.262, 0.280, 8.859], [2.003, -0.003, 1.606], [7.449, 1.987, 4.972], [-4.334, 0.701, -10.082], [3.633, -4.285, 4.583], [-5.376, -0.497, -4.975], [-7.642, -1.281, -1.624], [0.683, 1.773, 0.769], [-2.297, -0.031, -0.307], [8.375, 2.756, 4.215], [-5.902, 0.756, -5.404], [8.115, 0.894, 5.607], [7.544, -0.716, 10.875], [-3.967, 0.310, -6.689], [-4.103, -0.729, -5.582], [7.365, -0.712, 9.361], [2.540, -4.878, 3.885], [2.492, -2.557, 3.426], [-4.289, 0.423, -1.486], [-3.063, 0.468, -10.689], [9.498, 0.818, 4.969], [-2.910, 1.529, -11.773], [-9.241, -2.099, -3.156], [-3.693, 2.695, -11.169], [-8.765, -0.409, -1.570], [1.557, -3.754, 3.585], [1.890, 2.260, 1.237], [-9.534, -0.626, -2.870], [-3.258, -0.995, 0.099], [-7.793, -2.215, -2.694], [8.764, 1.075, 9.929], [-4.846, 1.969, -10.487], [2.798, 1.034, 1.237], [9.764, 2.286, 4.638], [-2.907, 0.960, -1.118], [-4.758, 1.480, -6.105], [3.540, -2.853, 4.487], [-4.625, -0.414, -0.255], [7.904, 0.745, 11.144], [0.539, 0.354, 1.293], [-10.595, -0.397, -2.774], [10.512, 2.433, 3.859], [-3.076, -1.930, -0.447], [6.343, -0.440, 9.082], [8.203, 2.574, 3.148], [0.162, -0.373, 0.387], [1.840, 2.636, 2.274], [-3.323, -0.607, -4.824], [-4.151, 2.019, -5.375], [7.604, -1.669, 8.897], [-5.382, -1.172, -0.440], [2.941, -2.553, 2.433], [-4.438, -0.037, -7.610], [8.199, 3.815, 4.414], [0.886, -3.600, 4.434], [-0.163, 0.331, 2.312], [4.523, -2.451, 4.240], [10.238, 0.371, 5.632], [-9.379, -0.667, -0.699], [-5.106, 2.192, -6.853], [7.525, -0.012, 5.455], [-4.070, -1.756, -5.948], [2.243, 3.063, 0.581], [-8.410, 0.615, -1.449], [-4.032, 3.426, -11.902], [-6.278, 1.295, -4.532], [3.265, 0.832, 0.267], [2.913, -5.331, 2.958], [8.429, 0.903, 12.085], [-2.282, 0.566, -9.928], [-9.370, -2.377, -4.201], [-9.890, -2.735, -2.549], [-3.081, 3.214, -10.428], [10.092, 2.821, 5.533], [9.462, 0.231, 4.048], [8.182, 1.086, 6.679], [-6.738, 0.577, -6.090], [-7.539, -3.213, -2.332], [2.008, -1.593, 3.560], [-4.234, -0.220, -2.368], [-2.982, 1.892, -0.545], [-9.119, -0.001, -3.663], [-4.978, 0.232, 0.553], [-1.869, 1.763, -11.986], [-2.268, 1.147, -1.984], [-3.040, -0.551, -11.077], [-5.011, 1.215, -1.692], [-5.680, 1.811, -11.179], [-3.383, 1.198, -12.699], [0.948, -3.947, 2.703], [-3.131, -1.191, 1.165], [6.652, -1.053, 11.401], [8.375, -1.367, 11.158], [-5.223, 2.493, -9.607], [2.116, -5.671, 4.507], [-2.928, 0.552, -6.909], [-7.097, -1.947, -3.495], [9.814, 0.816, 10.105], [8.711, 2.126, 9.641], [3.239, -2.457, 5.464], [7.002, 1.359, 11.148]]}